Record 1
This record from the Open Molecules 2025 dataset describes a molecular structure, C4H11N2O2P in a non-equilibrium geometry. The level of theory is ωB97M-V/def2-TZVPD.

Last column: Löwdin charge in e.
Cartesian coordinates (Å):
C  -0.34642  3.80299  -2.92935  -0.148
C  2.04938  -2.36597  1.40271  -0.134
C  -3.15138  0.71924  0.44180  -0.111
C  0.86678  -2.01637  0.48889  -0.336
N  0.88558  3.63854  -2.80872  0.043
N  0.12611  -0.84871  0.98045  -0.253
O  0.41528  0.42486  -1.21002  -0.485
O  -2.26138  0.03334  0.01788  -0.131
P  -0.02805  0.66940  0.16313  0.780
H  -1.22610  3.24086  -2.74090  0.052
H  2.60914  -3.05642  0.82383  0.047
H  2.70077  -1.56342  1.83162  0.083
H  1.56710  -2.77774  2.33580  0.077
H  -0.57743  4.73444  -3.25954  0.014
H  -3.08828  1.63031  1.18974  0.123
H  -4.14967  0.30135  0.32426  0.080
H  1.39714  -1.91736  -0.50046  0.103
H  0.13673  -2.97999  0.32646  0.150
H  1.21301  2.68492  -2.77874  0.022
H  -0.07007  -0.66305  1.91950  0.024

As for the charge: 0. The LUMO energy is -0.122 eV. Its largest force on an atom is 0.069 Eh/bohr. As for the gap between HOMO and LUMO: 8.9 eV. Its total energy is -760.2578 a.u. For the energy above the lowest of the compared OMol25 structures with the same formula, charge and spin, the calculation gives 95.1 kcal per mole. The molar mass is 150.12 g mol⁻¹.


Record 2
This record from the Open Molecules 2025 dataset describes a molecular structure, C3H2CdO3 in a non-equilibrium geometry. The level of theory is ωB97M-V/def2-TZVPD.

Last column: Löwdin charge in e.
Cartesian coordinates (Å):
O  3.74068  0.01663  0.06538  0.129
C  2.62558  0.11896  0.07683  -0.044
O  -1.48668  1.20761  0.08922  -0.367
C  -2.45760  0.36515  -0.02048  -0.255
C  -2.00981  -1.06764  -0.12323  -0.481
O  -0.65768  -1.33844  -0.01898  -0.501
H  -2.69537  -1.25195  0.82566  0.130
Cd  0.24446  0.30338  -0.03252  1.281
H  -2.52033  -1.51186  -1.00479  0.107

As for the charge: 0. The LUMO energy (alpha / beta) is -1.037 / -1.037 eV. Its largest force on an atom is 0.099 Eh/bohr. As for the gap between HOMO and LUMO (alpha / beta): 5.9 / 5.9 eV. Its total energy is -508.7819 a.u. For the energy above the lowest of the compared OMol25 structures with the same formula, charge and spin, the calculation gives 52.4 kcal per mole. The molar mass is 198.46 g mol⁻¹.


Record 3
This record from the Open Molecules 2025 dataset describes a molecular structure, C29H51AlBr2CaF7LiNNaO14PSi in a non-equilibrium geometry. The level of theory is ωB97M-V/def2-TZVPD.

Last column: Löwdin charge in e.
Cartesian coordinates (Å):
C  -4.02166  4.22243  2.14751  -0.083
C  -5.37069  4.42152  1.27970  -0.247
O  -5.14176  4.42301  -0.15116  -0.194
C  -5.27846  3.10034  -0.72177  -0.181
C  -5.78150  3.10888  -2.25959  -0.169
O  -5.21548  4.17838  -3.04749  -0.154
C  -4.00595  3.78175  -3.72345  -0.154
C  -2.72433  4.61278  -3.14604  -0.154
O  -1.53893  3.92128  -3.62696  -0.148
C  -0.89930  3.35909  -2.45305  -0.146
C  0.58771  2.81380  -2.77215  -0.338
O  0.49531  2.22249  -4.10401  -0.032
O  1.02681  1.74444  -1.89296  -0.487
C  0.92126  2.17687  -0.46147  -0.281
N  1.46140  3.54251  -0.33015  -0.079
C  1.18834  4.10844  0.85387  -0.311
C  2.37292  5.05828  1.50640  -0.076
C  -0.16337  4.01264  1.68775  0.001
C  1.77623  1.08411  0.38860  -0.238
O  1.60747  1.20796  1.80685  -0.140
C  0.84020  0.10300  2.33120  -0.653
Br  -0.84661  -0.25969  1.30893  0.842
C  1.82467  -1.18055  2.43012  -0.097
C  1.48087  -2.36897  1.40151  -0.254
O  2.43556  -3.45822  1.68082  -0.241
Si  2.65691  -4.48953  0.31019  0.439
C  2.50900  -6.32801  0.90369  -0.199
C  1.37399  -4.29220  -1.08986  -0.201
C  4.48877  -4.30454  -0.28416  -0.201
C  0.49819  0.50521  3.88203  -0.136
C  -0.96057  0.07822  4.34915  -0.228
C  -1.16894  -1.32163  5.03847  0.002
C  -2.59607  -1.71697  5.54191  -0.043
C  -3.83112  -0.77510  5.39330  -0.058
C  -3.63287  0.59807  4.69397  -0.077
C  -2.22721  0.99982  4.20037  -0.076
C  3.32933  1.44516  0.06881  -0.503
O  4.04063  2.20643  0.80189  -0.043
O  3.82559  0.88611  -1.10698  -0.185
H  -4.30380  3.57683  3.06559  0.076
H  -3.59103  5.23257  2.47493  0.078
H  -3.28456  3.61717  1.51795  0.051
H  -6.19179  3.67573  1.60097  0.127
H  -5.76818  5.47230  1.55178  0.130
H  -4.22430  2.63154  -0.73078  0.115
H  -6.00043  2.42093  -0.12616  0.141
H  -6.93267  3.20847  -2.27901  0.143
H  -5.55915  2.05776  -2.66703  0.133
H  -4.06200  4.03729  -4.83547  0.139
H  -3.73378  2.67287  -3.59723  0.136
H  -2.78447  5.70400  -3.49280  0.142
H  -2.84990  4.61786  -2.01003  0.116
H  -1.52905  2.53123  -1.96392  0.144
H  -0.77375  4.19505  -1.67641  0.108
H  1.36973  3.67340  -2.89793  0.113
H  1.30540  2.50151  -4.59937  0.120
H  -0.17922  2.04062  -0.18759  0.109
H  3.34196  5.05524  0.87696  0.052
H  2.52899  4.84821  2.61774  0.143
H  1.94121  6.15114  1.44844  0.090
H  -0.08758  3.13555  2.44069  0.094
H  -1.04516  3.78896  0.99779  0.083
H  -0.36791  4.94379  2.32301  0.113
H  1.61110  0.04463  -0.03513  0.055
H  2.91427  -0.83926  2.34339  0.153
H  1.71399  -1.62796  3.50004  0.111
H  0.43983  -2.83347  1.54221  0.131
H  1.67584  -1.96569  0.34875  0.085
H  3.12785  -7.02543  0.21424  0.036
H  2.85429  -6.47002  2.01014  0.041
H  1.40046  -6.63037  0.74168  0.060
H  1.50041  -3.22090  -1.51416  0.040
H  0.31922  -4.50356  -0.70522  0.073
H  1.71835  -4.99865  -1.93270  -0.125
H  4.74164  -3.26461  -0.68908  0.042
H  4.79601  -5.12440  -1.03743  0.005
H  5.15907  -4.47515  0.64308  0.082
H  0.52128  1.66436  3.90768  0.108
H  1.29747  0.15670  4.61418  0.130
H  -0.26652  -2.01888  5.18376  0.091
H  -2.72870  -2.72133  6.07137  0.096
H  -4.85269  -1.09950  5.80562  0.097
H  -4.53787  1.29395  4.55510  0.085
H  -2.12715  2.03547  3.70293  0.068
C  2.60221  -0.54432  -4.36328  -0.167
O  3.23322  -1.23108  -5.43551  -0.106
H  2.22198  -1.27346  -3.64895  0.055
H  3.32621  0.10182  -3.86606  0.028
H  1.77228  0.05122  -4.74710  0.085
H  3.56058  -0.55849  -6.05464  0.103
Li  2.34536  -6.45327  -2.20300  0.633
C  5.95558  -2.70108  -5.93746  -1.030
O  5.36361  -3.21964  -6.88512  0.065
O  6.40613  -1.51964  -5.92520  0.027
O  6.18656  -3.26873  -4.83469  -0.046
Ca  2.27311  5.56787  -1.03207  1.525
Al  3.70923  -4.54452  -3.63808  1.143
F  -2.63190  -6.81937  0.89762  -0.175
P  -2.63885  -6.22613  -0.59530  0.203
F  -3.54033  -5.10449  -1.31525  -0.187
F  -2.43259  -6.85816  -2.06252  -0.191
F  -1.07557  -6.62267  -0.64166  -0.217
F  -2.14905  -4.83537  0.06191  -0.205
F  -3.98000  -7.10689  -0.51306  -0.175
Br  0.16080  -0.05196  -2.03037  0.810
F  3.88665  -7.49368  2.16052  -0.484
Na  4.84380  0.06435  -4.32370  0.656
O  1.88185  -3.75250  5.07387  -0.057
H  2.41415  -3.99854  4.30468  0.029
H  2.47196  -3.19487  5.59612  0.040

As for the charge: +1. The LUMO energy is -7.230 eV. Its largest force on an atom is 0.102 Eh/bohr. As for the gap between HOMO and LUMO: 1.5 eV. Its total energy is -9810.4948 a.u. The molar mass is 1086.57 g mol⁻¹.